No. 1
A 4-piece molecular cluster, CH12NO3 overall in a non-equilibrium geometry. Source: OMol25; level of theory: ωB97M-V/def2-TZVPD.

The geometry in XYZ format:
```
17
Properties=species:S:1:pos:R:3:lowdin_charge:R:1
C 0.120 0.788 1.340 -0.0158
N -0.057 0.035 0.076 0.1207
H -0.803 1.005 1.864 0.1067
H 0.679 1.697 1.143 0.1094
H 0.638 0.140 2.051 0.1089
H -0.548 -0.857 0.188 0.1063
H -0.643 0.575 -0.574 0.1259
H 0.822 -0.127 -0.451 0.1193
H 3.329 0.360 -0.938 0.0812
H 3.080 -0.178 0.494 0.0757
O 2.647 0.077 -0.325 -0.0285
H -1.804 2.142 -2.265 0.1794
H -1.793 1.251 -3.543 0.1875
O -1.632 1.204 -2.559 0.3331
H -0.818 -2.686 1.790 0.1261
H -1.866 -3.079 0.659 0.1298
O -1.354 -2.348 1.050 0.1345
```

## Properties
Net charge   +2
ΔE to the lowest compared entry with this formula, charge and spin   9.2 kcal per mole
Strongest force on any atom   0.032 Eh/bohr
LUMO level (alpha / beta)   -7.69 / -16.35 eV
DFT total energy   -8842.725 eV
Multiplicity   2

=====

No. 2
A 5-piece molecular cluster, CH12NO4 overall in a non-equilibrium geometry. Source: OMol25; level of theory: ωB97M-V/def2-TZVPD.

The geometry in XYZ format:
```
18
Properties=species:S:1:pos:R:3:lowdin_charge:R:1
C -0.376 0.710 -1.373 0.1297
N 0.786 1.002 -0.953 0.1956
H -0.808 1.318 -2.151 0.1264
H -0.959 0.062 -0.732 0.0891
H 1.165 0.492 -0.162 0.1318
H 1.412 1.645 -1.424 0.1604
H 3.290 -1.175 -1.806 0.0585
H 1.952 -1.954 -1.819 0.0555
O 2.350 -1.104 -1.608 -0.0505
H -2.320 -0.906 1.925 0.0722
H -0.893 -0.704 1.515 0.0113
O -1.785 -0.404 1.296 -0.0443
H -2.552 3.027 0.304 0.0573
H -2.504 1.343 0.195 0.0110
O -2.231 2.218 -0.089 -0.0512
H 1.913 -2.079 2.126 0.0534
H 0.523 -1.775 2.782 0.0453
O 1.037 -1.715 1.973 -0.0514
```

## Properties
Net charge   +1
ΔE to the lowest compared entry with this formula, charge and spin   22.5 kcal per mole
Strongest force on any atom   0.042 Eh/bohr
LUMO level   -4.29 eV
DFT total energy   -10904.788 eV
Multiplicity   1

=====

No. 3
A 5-piece molecular cluster, CH12O5 overall in a non-equilibrium geometry. Source: OMol25; level of theory: ωB97M-V/def2-TZVPD.

The geometry in XYZ format:
```
18
Properties=species:S:1:pos:R:3:lowdin_charge:R:1
C -1.780 -0.622 -3.159 -0.2423
O -1.362 -0.758 -1.857 -0.2046
H -1.135 -1.452 -3.405 0.0654
H -2.824 -1.065 -3.293 0.0860
H -1.637 0.315 -3.719 0.0795
H -1.343 0.261 -1.445 0.1023
O 1.686 -0.595 1.322 -0.1122
H 2.396 -1.255 1.624 0.0972
H 1.568 -0.484 0.353 0.0696
O -0.920 1.690 -0.633 -0.0681
H -0.718 2.562 -1.063 0.0874
H -0.441 1.760 0.200 0.0089
O 0.850 -2.402 2.791 -0.0927
H 0.315 -1.608 2.487 0.0642
H 0.663 -2.373 3.722 0.0223
O 1.068 2.372 1.055 -0.0006
H 1.543 1.658 1.368 -0.0189
H 1.726 2.956 0.705 0.0569
```

## Properties
Net charge   0
ΔE to the lowest compared entry with this formula, charge and spin   45.6 kcal per mole
Strongest force on any atom   0.140 Eh/bohr
LUMO level   0.35 eV
Structure (SMILES)   CO.O.O.O.O
DFT total energy   -11467.509 eV
Multiplicity   1

=====

No. 4
A 6-piece molecular cluster, CH12O6 overall. Source: OMol25; level of theory: ωB97M-V/def2-TZVPD.

The geometry in XYZ format:
```
19
Properties=species:S:1:pos:R:3:lowdin_charge:R:1
C -1.727 0.336 -2.260 -0.1027
O -1.354 -0.600 -1.611 -0.0165
H -2.777 0.534 -2.531 0.0908
H -0.988 1.054 -2.654 0.0852
O 0.161 2.505 -0.612 -0.0804
H -0.098 1.889 0.101 -0.0009
H 0.761 3.146 -0.214 0.0458
O 1.838 -1.306 2.145 -0.0431
H 1.936 -1.405 3.100 0.0546
H 2.739 -1.297 1.806 0.0548
O -0.646 -2.295 1.139 -0.0682
H 0.318 -2.234 1.235 0.0072
H -0.755 -2.213 0.177 0.0290
O 1.637 -0.058 -1.471 -0.0730
H 1.413 0.876 -1.367 -0.0001
H 0.768 -0.484 -1.490 -0.0059
O -1.099 0.782 1.190 -0.0591
H -0.914 -0.180 1.185 0.0231
H -1.214 0.951 2.132 0.0593
```

## Properties
Net charge   0
ΔE to the lowest compared entry with this formula, charge and spin   4.9 kcal per mole
Strongest force on any atom   0.017 Eh/bohr
LUMO level   0.45 eV
Structure (SMILES)   C=O.O.O.O.O.O
DFT total energy   -13516.508 eV
Multiplicity   1

=====

No. 5
A 2-piece molecular cluster, CH13N9 overall in a non-equilibrium geometry. Source: OMol25; level of theory: ωB97M-V/def2-TZVPD.

The geometry in XYZ format:
```
23
Properties=species:S:1:pos:R:3:lowdin_charge:R:1
C 6.570 -1.254 -0.157 -0.1013
N -10.250 0.543 0.020 -0.0204
N 6.590 0.036 -0.017 -0.1740
N 7.192 -2.106 0.639 0.2011
N -10.306 1.489 0.862 0.1450
N 7.218 0.627 1.066 0.1181
N -9.864 -1.427 -1.136 0.1537
N 6.244 2.016 -1.112 0.0433
N -10.074 -0.659 0.234 0.0307
N 5.635 0.874 -0.659 -0.0601
H 5.963 -1.541 -1.014 0.1672
H 6.928 -3.055 0.662 0.1210
H 7.878 -1.724 1.282 0.1318
H -10.615 2.407 0.579 0.1451
H -10.351 1.495 1.903 0.1706
H 6.741 0.321 1.974 0.1574
H 7.212 1.617 0.868 0.0899
H -10.529 -1.063 -1.788 0.0863
H -9.798 -2.384 -0.846 0.0834
H 5.587 2.755 -1.342 0.1198
H 6.779 1.697 -1.886 0.0910
H -9.913 -1.044 1.200 0.2056
H 5.164 0.381 -1.334 0.0947
```

## Properties
Net charge   +2
ΔE to the lowest compared entry with this formula, charge and spin   0.0 kcal per mole
Strongest force on any atom   0.093 Eh/bohr
LUMO level   -5.64 eV
DFT total energy   -14638.280 eV
Multiplicity   1

=====

No. 6
A 6-piece molecular cluster, CH13NO6 overall in a non-equilibrium geometry. Source: OMol25; level of theory: ωB97M-V/def2-TZVPD.

The geometry in XYZ format:
```
21
Properties=species:S:1:pos:R:3:lowdin_charge:R:1
N 1.312 1.422 1.614 0.1417
C 2.311 0.680 1.098 -0.4098
O 2.138 -0.328 0.441 -0.0029
H 1.390 2.118 2.332 0.1025
H 0.400 1.156 1.268 0.0594
H 3.314 1.100 1.249 0.1245
O -1.869 1.483 3.048 -0.0539
H -2.452 1.501 2.296 0.0139
H -1.362 0.672 3.112 0.0296
O -0.587 -3.030 0.505 -0.0441
H -0.112 -2.284 0.142 -0.0028
H -1.450 -3.184 0.135 0.0251
O -0.666 0.780 -3.125 -0.0508
H -1.145 0.337 -3.834 0.0502
H 0.207 0.949 -3.498 0.0493
O 1.030 -1.649 -2.409 -0.0326
H 0.250 -1.157 -2.272 -0.0377
H 1.669 -1.138 -1.911 0.0192
O -1.354 0.504 0.150 -0.0475
H -0.810 -0.012 -0.454 0.0139
H -2.215 0.079 0.112 0.0526
```

## Properties
Net charge   0
ΔE to the lowest compared entry with this formula, charge and spin   29.1 kcal per mole
Strongest force on any atom   0.036 Eh/bohr
LUMO level   0.20 eV
Structure (SMILES)   NC=O.O.O.O.O.O
DFT total energy   -15023.181 eV
Multiplicity   1

=====

No. 7
A 6-piece molecular cluster, CH13O5S overall in a non-equilibrium geometry. Source: OMol25; level of theory: ωB97M-V/def2-TZVPD.

The geometry in XYZ format:
```
20
Properties=species:S:1:pos:R:3:lowdin_charge:R:1
C -0.831 1.985 -0.252 -0.6289
S -0.151 1.174 -1.748 0.2570
H -1.633 2.656 -0.564 -0.0131
H -1.247 1.304 0.491 -0.0187
H -0.058 2.600 0.208 -0.0016
H 2.992 -0.163 -1.156 -0.0034
H 1.749 0.657 -0.977 -0.1323
O 2.721 0.650 -0.710 -0.1819
H 0.756 0.906 2.180 0.0122
H -0.046 -0.355 2.561 -0.0165
O 0.494 0.369 2.933 -0.0941
H -2.626 -0.149 -0.600 0.0024
H -2.394 -1.000 -1.899 0.0158
O -2.635 -1.037 -0.970 -0.0940
H -1.140 -1.311 0.698 0.0276
H 0.152 -2.105 1.168 0.0379
O -0.660 -1.683 1.458 -0.0595
H 1.849 -1.334 -0.243 0.0095
H 1.063 -1.301 -1.557 -0.0154
O 1.648 -1.863 -1.023 -0.1029
```

## Properties
Net charge   -1
ΔE to the lowest compared entry with this formula, charge and spin   17.7 kcal per mole
Strongest force on any atom   0.024 Eh/bohr
LUMO level   3.55 eV
DFT total energy   -22322.650 eV
Multiplicity   1

=====

No. 8
CH14LiO10 as an isolated structure in a non-equilibrium geometry. Source: OMol25; level of theory: ωB97M-V/def2-TZVPD.

The geometry in XYZ format:
```
26
Properties=species:S:1:pos:R:3:lowdin_charge:R:1
Li 0.004 -0.631 -1.146 0.6323
C -2.355 1.825 2.967 -0.3820
O -3.418 1.970 3.406 0.1943
O -0.295 -0.729 -2.764 -0.5713
O -1.259 1.586 2.617 0.2007
O 0.387 -0.987 0.823 -0.4476
H -0.170 -1.024 -3.781 0.0274
H 0.033 -0.308 1.434 -0.0399
O 1.705 1.298 1.440 -0.0921
H 1.542 0.375 1.202 -0.0511
H 2.188 1.731 0.710 0.0422
O 2.488 0.416 -1.297 -0.0566
H 2.392 -0.168 -0.533 -0.0080
H 1.633 0.469 -1.734 -0.0072
O -1.970 1.227 -2.922 -0.1224
H -1.549 0.384 -2.712 -0.0703
H -2.884 1.041 -2.628 0.0478
O -0.957 1.344 -0.495 -0.1133
H -0.869 1.826 -1.357 0.0473
H -0.169 1.526 0.036 0.0027
O -1.595 -2.770 1.289 -0.1270
H -0.812 -2.200 1.129 -0.0437
H -2.022 -3.100 0.473 0.0249
O 3.034 -1.838 1.076 -0.1132
H 2.135 -1.643 0.748 -0.0338
H 2.782 -1.623 2.019 0.0599
```

## Properties
Net charge   -1
ΔE to the lowest compared entry with this formula, charge and spin   15.1 kcal per mole
Strongest force on any atom   0.091 Eh/bohr
LUMO level   2.73 eV
DFT total energy   -21948.702 eV
Multiplicity   1

=====

No. 9
A 6-piece molecular cluster, CH14N2O4 overall in a non-equilibrium geometry. Source: OMol25; level of theory: ωB97M-V/def2-TZVPD.

The geometry in XYZ format:
```
21
Properties=species:S:1:pos:R:3:lowdin_charge:R:1
N -1.726 -0.067 -1.338 0.1376
C -0.413 -0.546 -1.171 -0.2825
N 0.570 0.464 -1.503 0.2069
H -2.029 0.478 -0.548 0.0914
H -2.166 0.063 -2.232 0.1193
H -0.262 -1.402 -1.819 0.1368
H -0.375 -0.795 -0.048 0.1177
H 1.416 0.221 -0.978 0.0542
H 0.222 1.397 -1.194 0.0509
H 0.456 -3.315 1.216 -0.0177
H 2.201 -1.568 -0.783 0.0523
O 0.612 -2.436 0.852 -0.2698
H 2.516 -1.222 -0.223 0.0672
H -0.363 3.455 0.013 0.0060
O -0.394 2.488 -0.093 -0.2887
H 0.149 1.878 0.954 -0.0669
H 0.835 2.042 2.471 0.0201
O 0.543 1.388 1.833 -0.1811
H -0.599 -1.615 1.282 0.0086
H -0.246 -0.237 1.923 0.0555
O -0.947 -0.671 1.388 -0.0181
```

## Properties
Net charge   0
ΔE to the lowest compared entry with this formula, charge and spin   221.8 kcal per mole
Strongest force on any atom   0.125 Eh/bohr
LUMO level   -4.87 eV
DFT total energy   -12425.434 eV
Multiplicity   1

=====

No. 10
A 5-piece molecular cluster, CH14N3O4 overall in a non-equilibrium geometry. Source: OMol25; level of theory: ωB97M-V/def2-TZVPD.

The geometry in XYZ format:
```
22
Properties=species:S:1:pos:R:3:lowdin_charge:R:1
N -1.570 -0.405 1.066 0.3931
C -0.045 -0.457 1.039 -0.3923
N 0.677 0.562 1.676 0.1972
N 0.573 -1.003 -0.149 0.4308
H 0.098 -1.333 1.680 0.1871
H -1.867 0.381 1.659 0.1659
H 0.388 1.490 1.383 0.0756
H 0.819 0.480 2.695 0.1641
H 0.555 -0.472 -1.046 0.1722
H 0.766 -2.039 -0.265 0.1811
H 1.021 -5.075 0.356 0.0442
H 1.200 -5.237 -1.196 0.0571
O 0.984 -4.622 -0.489 -0.0579
H 1.189 2.280 -1.340 -0.0143
H 2.129 1.980 -2.525 0.0705
O 2.044 1.904 -1.562 -0.0437
H -0.487 3.744 0.283 0.1238
H -1.654 1.838 -0.454 -0.0254
O -0.540 2.784 0.074 0.0876
H -2.685 1.542 -1.612 0.1002
H -2.192 -0.401 0.225 0.1436
O -2.067 1.115 -0.997 -0.0606
```

## Properties
Net charge   +2
ΔE to the lowest compared entry with this formula, charge and spin   0.0 kcal per mole
Strongest force on any atom   0.073 Eh/bohr
LUMO level (alpha / beta)   -12.77 / -12.93 eV
DFT total energy   -13899.412 eV
Multiplicity   2